[1]
This record from OMol25 describes a molecular structure, C15H45KO20P5. The level of theory is ωB97M-V/def2-TZVPD.

ORCA input file:
```
! RIJCOSX wB97M-V def2-TZVPD def2/J DEFGRID3
* xyz 1 1
K 0.998 0.126 -0.644
C -3.006 -1.342 -3.774
O -3.646 -1.159 -2.519
P -2.986 -1.718 -1.149
O -1.678 -1.130 -0.767
O -2.830 -3.263 -1.452
C -2.540 -4.122 -0.355
O -4.225 -1.558 -0.029
C -5.583 -1.816 -0.392
H -3.554 -2.125 -4.297
H -1.998 -1.757 -3.797
H -3.082 -0.442 -4.384
H -2.971 -5.122 -0.403
H -2.805 -3.581 0.553
H -1.455 -4.216 -0.303
H -5.655 -2.052 -1.454
H -6.221 -0.966 -0.148
H -5.953 -2.659 0.191
C -0.365 2.599 4.127
O -0.169 1.247 4.502
P -0.021 -0.023 3.457
O 0.560 0.231 2.120
O -1.516 -0.739 3.446
C -1.864 -1.649 2.437
O 0.893 -1.080 4.297
C 2.317 -0.940 4.257
H -0.535 2.704 3.055
H 0.532 3.168 4.373
H -1.121 3.057 4.764
H -2.862 -1.558 2.010
H -1.913 -2.636 2.899
H -1.129 -1.809 1.648
H 2.704 -0.431 3.374
H 2.816 -1.901 4.130
H 2.902 -0.468 5.045
C -2.083 6.653 -2.329
O -1.906 5.312 -2.052
P -3.183 4.382 -1.753
O -4.239 5.047 -0.924
O -3.682 3.950 -3.229
C -4.520 4.791 -3.929
O -2.495 3.040 -1.099
C -1.661 2.221 -1.944
H -3.095 6.977 -2.572
H -1.587 6.757 -3.293
H -1.658 7.360 -1.616
H -3.970 5.275 -4.737
H -4.934 5.651 -3.403
H -5.263 4.204 -4.469
H -1.652 2.579 -2.973
H -1.920 1.162 -1.950
H -0.650 2.266 -1.538
C 1.088 -4.633 2.270
O 0.674 -4.678 0.932
P 1.542 -3.821 -0.201
O 1.828 -2.404 0.144
O 2.877 -4.724 -0.280
C 2.729 -6.109 -0.647
O 0.778 -4.061 -1.624
C 1.215 -3.452 -2.841
H 0.181 -4.339 2.798
H 1.857 -3.885 2.465
H 1.391 -5.611 2.646
H 3.093 -6.725 0.176
H 3.384 -6.363 -1.480
H 1.700 -6.339 -0.923
H 2.146 -2.896 -2.726
H 0.444 -2.821 -3.284
H 1.449 -4.307 -3.475
C 4.643 3.793 -1.194
O 5.012 3.511 0.191
P 4.291 2.361 1.088
O 3.070 1.732 0.500
O 5.533 1.346 1.425
C 6.185 0.607 0.422
O 4.058 3.131 2.482
C 3.259 2.497 3.432
H 4.468 4.829 -1.485
H 3.734 3.258 -1.468
H 5.371 3.370 -1.887
H 5.806 -0.409 0.309
H 7.249 0.537 0.651
H 6.145 1.159 -0.517
H 3.869 1.766 3.962
H 2.446 1.927 2.983
H 2.943 3.256 4.147
*
```

The calculation puts the LUMO energy at -2.39 eV. For the molar mass, the calculation gives 739.47 g mol⁻¹. As for the largest force on an atom: 4.04 eV/Å. Its HOMO-LUMO gap is 9.9 eV. The total energy comes out at -120010.3732 eV.

---

[2]
This record from OMol25 describes 2 unconnected molecules or ions with the total composition C3H11N4. The level of theory is ωB97M-V/def2-TZVPD.

ORCA input file:
```
! RIJCOSX wB97M-V def2-TZVPD def2/J DEFGRID3
* xyz 1 1
C -0.447 -3.596 0.733
N 1.087 -0.311 0.147
C 0.260 -1.284 0.376
N 0.501 -2.575 0.284
H -1.338 -3.670 0.113
H -0.780 -3.426 1.756
H 0.097 -4.536 0.699
H 1.982 -0.520 -0.264
H 0.819 0.711 0.417
H -0.710 -1.016 0.781
H 1.392 -2.914 -0.040
N -1.008 3.393 -1.232
C -0.274 2.364 -0.775
N 0.026 2.123 0.452
H -1.305 4.075 -0.551
H -1.322 3.555 -2.157
H 0.137 1.768 -1.590
H -0.628 2.545 1.094
*
```

The calculation puts the LUMO energy at -2.70 eV. For the molar mass, the calculation gives 103.15 g mol⁻¹. As for the largest force on an atom: 1.56 eV/Å. Its HOMO-LUMO gap is 10.6 eV. The total energy comes out at -9244.0375 eV.

---

[3]
This record from OMol25 describes a molecular structure, C38H27BrClN5O11PbS3. The level of theory is ωB97M-V/def2-TZVPD.

ORCA input file:
```
! RIJCOSX wB97M-V def2-TZVPD def2/J DEFGRID3
* xyz -2 1
Pb -1.002 1.474 0.119
C 1.177 -5.016 4.088
C 0.348 -3.767 4.054
C 0.922 -2.534 3.768
C 0.137 -1.398 3.732
C -1.219 -1.484 3.967
C -1.805 -2.696 4.267
C -1.016 -3.831 4.319
S -2.150 0.033 3.730
O -1.346 1.091 4.280
O -3.465 -0.135 4.323
N -2.160 0.173 2.126
C -3.019 -0.449 1.321
C -4.053 -1.340 1.692
C -4.860 -1.866 0.716
C -4.657 -1.529 -0.624
C -3.629 -0.657 -0.912
N -2.834 -0.152 0.016
H 2.207 -4.798 3.818
H 0.784 -5.748 3.385
H 1.159 -5.460 5.084
H 1.980 -2.465 3.563
H 0.538 -0.420 3.534
H -2.866 -2.736 4.464
H -1.463 -4.786 4.559
H -4.211 -1.550 2.737
H -5.664 -2.540 0.982
H -5.287 -1.923 -1.405
H -3.421 -0.327 -1.920
Cl -3.312 7.034 -4.794
C -2.905 5.589 -3.924
C -2.598 4.427 -4.645
C -2.291 3.284 -3.970
C -2.248 3.211 -2.536
O -1.985 2.107 -1.989
C -2.544 4.434 -1.833
C -2.499 4.545 -0.409
O -2.172 3.721 0.439
C -2.880 5.593 -2.559
H -2.605 4.451 -5.725
H -2.048 2.378 -4.505
H -2.828 5.544 -0.044
H -3.110 6.498 -2.012
Br 2.081 -0.292 0.875
C 3.016 0.091 2.506
C 4.110 -0.701 2.755
C 4.787 -0.622 3.976
C 4.351 0.241 4.938
C 3.255 1.095 4.705
C 2.830 1.996 5.701
C 1.782 2.844 5.474
C 1.142 2.855 4.232
C 1.533 1.992 3.233
C 2.582 1.054 3.450
H 4.431 -1.417 2.016
H 5.638 -1.265 4.152
H 4.837 0.286 5.901
H 3.350 1.982 6.649
H 1.458 3.530 6.245
H 0.342 3.548 4.027
O -0.658 -4.878 -6.420
S 0.337 -4.645 -7.452
O -0.202 -4.133 -8.709
O 1.312 -5.721 -7.598
C 1.344 -3.229 -6.851
N 2.406 -2.893 -7.571
C 3.116 -1.866 -7.144
C 2.795 -1.153 -5.998
C 1.646 -1.563 -5.320
N 0.941 -2.602 -5.767
C 1.132 -0.919 -4.100
C 1.610 0.290 -3.598
C 1.075 0.794 -2.424
N 0.098 0.187 -1.762
C -0.387 -0.950 -2.248
C 0.101 -1.544 -3.395
H 3.979 -1.603 -7.746
H 3.405 -0.329 -5.668
H 2.377 0.848 -4.114
H 1.442 1.709 -1.980
H -1.203 -1.387 -1.694
H -0.284 -2.481 -3.766
O 1.163 2.869 -0.282
S 1.872 3.053 0.976
O 3.207 2.507 0.979
O 0.973 2.071 2.006
O 1.780 4.372 1.538
*
```

The calculation puts the LUMO energy at 3.58 eV. For the molar mass, the calculation gives 1148.42 g mol⁻¹. As for the largest force on an atom: 1.73 eV/Å. Its HOMO-LUMO gap is 7.6 eV. The total energy comes out at -190140.7361 eV.